Here is a 15-piece molecular cluster, C93H216N14O15 overall in a non-equilibrium geometry from OMol25. Energies are from ωB97M-V/def2-TZVPD.

CARTESIAN COORDINATES (ANGSTROEM)
C1 0.3710 2.3720 2.5873
C2 1.1154 1.4930 1.5583
C3 1.2449 0.0818 2.0605
C4 1.9987 -0.8326 1.0730
C5 1.1096 -0.8242 -0.1073
C6 0.8422 0.5208 -0.7568
N1 0.3272 1.4425 0.3116
O1 0.1579 2.7463 -0.1954
C7 2.0409 0.9400 -1.5749
C8 -0.4133 0.2876 -1.7043
C9 2.5262 2.1815 1.3179
H1 0.2707 3.3712 2.1856
H2 1.0494 2.4921 3.4672
H3 -0.6017 1.9565 2.8249
H4 1.7294 0.1176 3.0477
H5 0.2004 -0.3515 2.2464
H6 2.0255 -1.8300 1.5240
H7 3.0229 -0.4744 0.9103
H8 0.1368 -1.2233 0.1982
H9 1.4698 -1.5552 -0.8266
H10 1.9318 2.0033 -1.7038
H11 3.0303 0.6987 -1.1507
H12 2.0294 0.4394 -2.5283
H13 -0.6662 1.1663 -2.2856
H14 -0.1942 -0.4698 -2.4446
H15 -1.3453 -0.1017 -1.1589
H16 3.1396 1.6495 0.6221
H17 3.0377 2.4099 2.1947
H18 2.2979 3.0834 0.8279
H19 -0.8029 2.9235 -0.1301
C10 6.8159 -1.1762 -1.5496
C11 7.5969 -0.5798 -0.3610
C12 9.0319 -0.1912 -0.6624
C13 9.1346 1.0812 -1.4776
C14 8.4376 2.2544 -0.8574
C15 7.0420 1.9893 -0.4737
N2 7.0010 0.7091 0.2689
O2 5.6093 0.4810 0.4838
C16 6.6006 3.1066 0.4552
C17 6.1194 2.0164 -1.7151
C18 7.6432 -1.6092 0.7272
H20 5.8068 -0.9315 -1.2823
H21 6.8907 -2.2682 -1.5539
H22 7.0627 -0.6668 -2.4658
H23 9.4726 -0.0837 0.3872
H24 9.5382 -1.0501 -1.1672
H25 8.7374 0.9286 -2.4517
H26 10.1384 1.3762 -1.6955
H27 8.4721 3.0663 -1.5227
H28 9.0326 2.6005 0.0032
H29 6.5978 3.9716 -0.1747
H30 5.6597 2.8308 0.8920
H31 7.4111 3.0232 1.1426
H32 6.3768 1.2828 -2.4032
H33 5.0976 1.7582 -1.4071
H34 6.1071 3.0084 -2.2038
H35 7.8487 -1.1451 1.6642
H36 8.3679 -2.3621 0.5316
H37 6.6967 -2.1584 0.7597
H38 5.4325 0.4860 1.4408
C19 -4.3803 7.4627 -1.3561
C20 -3.0872 8.1669 -0.9393
C21 -3.4134 8.9612 0.3733
C22 -2.1773 9.5322 1.0197
C23 -1.3165 8.3303 1.4802
C24 -0.9627 7.4461 0.2432
N3 -2.2099 7.0677 -0.4350
O3 -1.9910 6.1642 -1.4811
C25 0.2475 7.9947 -0.5257
C26 -0.4953 6.0599 0.8024
C27 -2.5712 9.1289 -2.0165
H39 -4.3530 6.9016 -2.2307
H40 -5.1683 8.2430 -1.4435
H41 -4.6484 6.7919 -0.5396
H42 -4.1834 9.6612 0.2496
H43 -3.8566 8.2100 0.9757
H44 -2.3859 10.2060 1.8331
H45 -1.6813 10.1311 0.2190
H46 -1.9758 7.6918 2.1898
H47 -0.4417 8.6456 2.0243
H48 0.2544 9.0540 -0.7294
H49 1.1055 7.7501 0.0508
H50 0.4262 7.4641 -1.4465
H51 0.3268 6.2612 1.5114
H52 -1.2833 5.6372 1.3719
H53 -0.1934 5.3271 -0.0079
H54 -3.2450 9.9440 -2.0960
H55 -2.3346 8.6672 -2.9378
H56 -1.6358 9.5723 -1.6385
H57 -1.1858 6.3697 -2.0010
C28 -0.4466 -3.8449 -3.0325
C29 -1.6076 -4.3362 -1.9979
C30 -2.7616 -3.3494 -2.1702
C31 -4.0380 -3.8453 -1.4823
C32 -4.3777 -5.2249 -2.0623
C33 -3.3076 -6.2949 -1.9225
N4 -2.0571 -5.7155 -2.4444
O4 -0.9040 -6.6282 -2.1846
C34 -3.2586 -6.9322 -0.4667
C35 -3.7557 -7.4398 -2.8329
C36 -0.9761 -4.2033 -0.5694
H58 -0.9169 -3.8206 -4.0538
H59 0.5092 -4.3879 -2.9920
H60 -0.1947 -2.7899 -2.7383
H61 -2.4730 -2.3790 -1.7423
H62 -3.1507 -3.2506 -3.1990
H63 -4.8606 -3.1245 -1.6702
H64 -3.8433 -3.8048 -0.4473
H65 -4.5894 -5.1989 -3.1393
H66 -5.2802 -5.5352 -1.5044
H67 -2.3601 -7.5909 -0.3457
H68 -3.2903 -6.1112 0.2719
H69 -4.0877 -7.6328 -0.2468
H70 -3.6094 -7.2845 -3.9226
H71 -3.2795 -8.4155 -2.6572
H72 -4.8362 -7.4695 -2.8198
H73 -0.0636 -4.7975 -0.5057
H74 -1.7151 -4.5311 0.1744
H75 -0.6845 -3.1585 -0.4321
H76 -0.7843 -7.2188 -2.9717
C37 2.9045 -7.9459 1.6342
C38 2.0741 -6.6712 1.4642
C39 2.5770 -5.6068 2.4770
C40 3.9682 -5.1074 2.2209
C41 3.9366 -4.4987 0.8274
C42 3.4117 -5.4044 -0.2757
N5 2.1384 -5.9959 0.1722
O5 1.7135 -6.8695 -0.8630
C43 3.0186 -4.6206 -1.4846
C44 4.5309 -6.4227 -0.7140
C45 0.5674 -6.9707 1.8094
H77 2.4961 -8.3879 2.5449
H78 3.9789 -7.8066 1.7267
H79 2.7718 -8.6544 0.7701
H80 1.8567 -4.7499 2.4047
H81 2.4347 -6.0650 3.4333
H82 4.6644 -5.9498 2.2715
H83 4.2379 -4.4174 3.0090
H84 4.9438 -4.1793 0.5128
H85 3.2781 -3.6114 0.7991
H86 2.0657 -4.0788 -1.4430
H87 3.7993 -3.8527 -1.7133
H88 2.9467 -5.2345 -2.3633
H89 5.0539 -6.0472 -1.5916
H90 5.1737 -6.6406 0.1154
H91 4.0264 -7.3373 -1.0402
H92 -0.0333 -6.0506 1.6867
H93 0.4320 -7.1981 2.8718
H94 0.1540 -7.6911 1.1406
H95 0.9026 -6.4698 -1.2014
C46 -3.1003 -3.4194 3.9095
C47 -2.3128 -2.2448 3.5058
C48 -2.6915 -1.7778 2.1138
C49 -4.0928 -1.1696 2.1311
C50 -4.0747 0.0910 3.0092
C51 -3.6786 -0.3642 4.4235
N6 -2.4103 -1.1135 4.4262
O6 -2.1274 -1.6336 5.8046
C52 -3.3810 0.8724 5.2818
C53 -4.8692 -1.1144 5.0756
C54 -0.8202 -2.7038 3.4174
H96 -2.6336 -3.8008 4.7782
H97 -3.1850 -4.1578 3.0969
H98 -4.1144 -3.0568 4.2637
H99 -1.9867 -1.0470 1.7194
H100 -2.6420 -2.5936 1.3534
H101 -4.7386 -1.9035 2.4483
H102 -4.4069 -0.9826 1.0793
H103 -5.0750 0.5223 3.0527
H104 -3.3681 0.8009 2.5806
H105 -4.2553 1.5389 5.2553
H106 -3.2070 0.4946 6.2779
H107 -2.4963 1.4415 4.9274
H108 -5.3823 -1.8811 4.4958
H109 -4.4031 -1.4947 6.0169
H110 -5.6991 -0.4289 5.3242
H111 -0.5799 -2.7773 4.4805
H112 -0.1834 -2.0813 2.8563
H113 -0.6769 -3.7506 3.0602
H114 -1.2950 -1.0858 5.8796
C55 -9.8837 -2.6069 -1.6585
C56 -9.4937 -2.6330 -0.1755
C57 -8.3345 -3.5532 0.0279
C58 -7.7003 -3.3717 1.4104
C59 -7.3461 -1.8847 1.6590
C60 -8.4598 -0.9544 1.4293
N7 -8.9893 -1.2125 0.0467
O7 -10.0629 -0.2814 -0.1230
C61 -9.4771 -0.9526 2.5747
C62 -7.9011 0.4407 1.3291
C63 -10.7261 -3.0660 0.6300
H115 -10.6750 -1.8482 -1.7595
H116 -10.2464 -3.5432 -2.0716
H117 -9.0277 -2.2368 -2.1991
H118 -8.6421 -4.5780 -0.0351
H119 -7.6046 -3.5140 -0.7545
H120 -6.7683 -3.9222 1.3475
H121 -8.3432 -3.8133 2.1404
H122 -6.4810 -1.6230 1.0185
H123 -6.9267 -1.7390 2.6521
H124 -8.8310 -0.6579 3.4062
H125 -10.2980 -0.2826 2.3922
H126 -9.8584 -1.9395 2.8605
H127 -8.6680 1.1769 1.5461
H128 -7.2023 0.5355 2.1406
H129 -7.4605 0.6564 0.4092
H130 -11.5000 -2.2883 0.5754
H131 -10.6040 -3.3700 1.6776
H132 -11.1701 -3.8980 0.1122
H133 -9.6494 0.3348 -0.7004
C64 4.0272 -1.2088 -3.9983
C65 4.3168 0.2911 -4.2797
O8 3.7316 0.6881 -5.5404
H134 4.4143 -1.4317 -2.9442
H135 4.5094 -1.9259 -4.6642
H136 2.9528 -1.3368 -4.0320
H137 5.4118 0.4260 -4.3255
H138 3.9093 0.8659 -3.4013
H139 3.0328 1.3312 -5.3846
C66 -3.9562 1.5058 -0.5925
C67 -3.3765 2.7460 -1.2265
C68 -4.4546 3.6566 -1.8345
O9 -4.6808 3.4106 -3.2172
C69 -3.6990 4.1321 -3.9448
N8 -2.6129 3.4392 -0.2056
H140 -3.3300 1.1056 0.1448
H141 -4.3076 0.7772 -1.3057
H142 -4.8035 1.9399 -0.0981
H143 -2.7875 2.4957 -2.1068
H144 -4.0953 4.7066 -1.7983
H145 -5.4039 3.5094 -1.2901
H146 -3.7240 5.1534 -3.6548
H147 -3.9398 3.9979 -4.9755
H148 -2.6264 3.7587 -3.8527
H149 -2.3767 4.4411 -0.4461
H150 -3.0244 3.4133 0.6794
C70 -0.0511 4.3720 -5.2526
C71 0.8340 4.5024 -4.0618
C72 1.9548 5.5786 -4.0907
O10 2.8788 5.6218 -3.0093
C73 3.3920 4.3710 -2.6320
N9 0.0668 4.8055 -2.8136
H151 -0.4654 3.3679 -5.4050
H152 0.5545 4.6634 -6.1360
H153 -0.8930 5.0328 -5.1856
H154 1.3455 3.5950 -3.9308
H155 1.5538 6.5531 -4.1605
H156 2.4562 5.4187 -5.0991
H157 2.5870 3.9123 -1.9678
H158 4.2577 4.5234 -1.9606
H159 3.6489 3.6708 -3.4564
H160 0.6440 4.5820 -2.0227
H161 -0.7015 4.1577 -2.7787
C74 0.5734 1.8335 7.0317
C75 1.3245 0.7293 6.4442
C76 2.1013 -0.0226 7.5258
O11 2.8651 -1.0366 6.9013
C77 3.5970 -1.7350 7.8705
N10 0.4744 -0.2771 5.7421
H162 1.1120 2.6186 7.5027
H163 -0.0887 1.4822 7.7925
H164 -0.0119 2.3492 6.2057
H165 2.1070 1.0670 5.7603
H166 1.4637 -0.4363 8.3048
H167 2.7206 0.7569 8.0425
H168 3.9780 -2.6201 7.3769
H169 2.9796 -1.9998 8.7215
H170 4.5016 -1.1536 8.1953
H171 0.0988 -0.0161 4.8418
H172 0.9797 -1.1322 5.7582
C78 2.2079 5.0089 5.1825
C79 2.8677 6.1588 4.3692
C80 3.4468 5.5171 3.1059
O12 4.0231 6.4605 2.2987
C81 4.7402 5.7592 1.2439
N11 1.8950 7.1274 3.9819
H173 1.5325 4.5215 4.4496
H174 1.8018 5.2616 6.1223
H175 2.9703 4.3161 5.5081
H176 3.6718 6.5626 5.0345
H177 2.6139 5.0179 2.5067
H178 4.1367 4.7135 3.3971
H179 5.5383 5.1871 1.6781
H180 5.1164 6.4777 0.5050
H181 4.0249 5.0674 0.7440
H182 1.7542 7.7480 4.7914
H183 2.2717 7.7353 3.2393
C82 -0.1867 0.4565 -7.3499
C83 0.0306 -0.2018 -6.0109
C84 -1.2170 -0.7512 -5.2988
O13 -2.1275 0.3630 -5.1499
C85 -3.3112 0.0383 -4.5182
N12 1.1476 -1.1903 -5.9452
H184 0.6384 1.1661 -7.5607
H185 -1.1988 0.9746 -7.3288
H186 -0.2870 -0.2232 -8.2151
H187 0.3372 0.6202 -5.3791
H188 -0.9357 -1.1447 -4.2990
H189 -1.5946 -1.6363 -5.9464
H190 -3.8458 0.9692 -4.2812
H191 -3.1930 -0.5562 -3.6260
H192 -3.8726 -0.6043 -5.2057
H193 1.0126 -1.8588 -6.7358
H194 2.0938 -0.8328 -6.1323
C86 -2.4553 -5.4586 -6.9519
C87 -1.0511 -6.0832 -6.6052
C88 0.0338 -5.0067 -6.8226
O14 1.3537 -5.5014 -6.4454
C89 2.1271 -4.4558 -5.8437
N13 -0.9880 -6.6204 -5.2655
H195 -2.7142 -4.6307 -6.2646
H196 -3.2071 -6.2351 -6.7395
H197 -2.6968 -5.1352 -8.0112
H198 -0.8366 -6.8565 -7.3056
H199 -0.2802 -4.0918 -6.1925
H200 0.0424 -4.6305 -7.8510
H201 2.6592 -3.9477 -6.6206
H202 2.8423 -5.0439 -5.2702
H203 1.4894 -3.8257 -5.1120
H204 -1.4158 -5.9446 -4.6046
H205 -0.0261 -6.5838 -4.9805
C90 5.4338 2.5733 4.2103
C91 6.3981 1.5160 4.5773
C92 5.6891 0.1635 4.7421
O15 5.4300 -0.3546 3.3523
C93 4.4557 -1.4766 3.3902
N14 7.5131 1.3805 3.6758
H206 5.8757 3.5762 4.3103
H207 4.5514 2.4879 4.7941
H208 5.0334 2.6667 3.1585
H209 6.7363 1.6480 5.5864
H210 4.7190 0.1131 5.3049
H211 6.4342 -0.4816 5.1441
H212 4.7683 -2.2244 4.0773
H213 4.3897 -1.8774 2.3863
H214 3.4366 -1.1352 3.6684
H215 7.2777 0.9969 2.7357
H216 8.0822 2.2209 3.5482

Frontier orbital gap ... 8.98 eV
Energy relative to the best compared isomer or geometry (same formula, charge and spin) ... 0.0 kcal per mole
Total energy ... -151504.61913 eV
F_max ... 3.23 eV/A
HOMO ... -8.36 eV